Entry 1:
DFT (the ωB97M-V functional and the def2-TZVPD basis) results for BeH18O9 as an isolated structure in a non-equilibrium geometry.

- Total charge: +2
- HOMO: -18.1 eV
- Kohn-Sham gap: 0.3532 hartree
- Maximum force: 1.33 eV/A
- Energy relative to the best compared isomer or geometry (same formula, charge and spin): 29.86 kcal/mol

Geometry as XYZ:
```
28
Properties=species:S:1:pos:R:3:forces:R:3
O 14.582680 -7.259740 0.374160 0.37 -1.00 0.68
O 15.964350 -11.502450 2.752940 -0.64 0.76 -0.13
O 17.438440 -8.994430 1.820040 -1.27 -0.33 -0.21
O 15.686990 -10.392600 0.020700 -0.30 0.88 0.71
O 12.994980 -10.851920 3.532000 0.53 0.07 -0.18
O 15.831820 -6.981680 3.020750 -0.40 -0.90 -0.44
O 12.995290 -8.032280 3.103760 0.92 -0.31 -0.87
O 15.058240 -9.529160 4.874420 0.28 0.20 -0.73
O 12.927080 -10.173210 0.759870 0.89 0.28 0.24
Be 14.965000 -9.138270 2.143430 0.04 0.69 0.25
H 14.986280 -9.205370 5.772320 0.09 0.32 0.28
H 13.047040 -10.237510 -0.187600 0.00 0.10 -0.40
H 18.220250 -8.688330 2.279720 0.13 0.37 0.50
H 12.944030 -11.709070 3.108990 -0.15 -0.39 -0.10
H 15.209090 -11.072120 -0.454800 -0.25 -0.30 -0.08
H 13.761050 -7.226280 -0.115770 -0.41 -0.12 -0.16
H 12.025190 -10.457880 0.907450 -0.35 0.00 0.24
H 14.748200 -10.433610 4.919900 -0.16 -0.33 -0.09
H 16.603520 -10.664050 -0.029440 0.19 -0.15 -0.15
H 16.862390 -11.826560 2.821670 0.46 0.12 0.15
H 15.422510 -12.291340 2.770360 -0.23 -0.28 -0.01
H 12.208890 -8.458180 3.444960 -0.16 -0.28 -0.03
H 12.087370 -10.635310 3.745450 -0.33 -0.08 0.27
H 17.771220 -9.599830 1.157480 0.20 -0.02 -0.16
H 13.163830 -7.314810 3.714540 0.29 0.33 0.17
H 15.793000 -6.235480 2.422490 0.08 0.19 -0.23
H 15.904430 -6.588480 3.890430 0.07 -0.11 0.55
H 14.832750 -6.342610 0.486280 0.14 0.29 -0.07
```
Forces are in eV/Å.

What are the Löwdin partial charges on each atom? They are as follows, in elementary charge units:
1. O -0.01
2. O -0.03
3. O -0.01
4. O -0.02
5. O -0.04
6. O -0.02
7. O -0.02
8. O -0.05
9. O -0.04
10. Be 1.08
11. H 0.07
12. H 0.06
13. H 0.09
14. H 0.06
15. H 0.07
16. H 0.07
17. H 0.07
18. H 0.02
19. H 0.06
20. H 0.08
21. H 0.07
22. H 0.06
23. H 0.07
24. H 0.05
25. H 0.07
26. H 0.06
27. H 0.08
28. H 0.06



Entry 2:
DFT (the ωB97M-V functional and the def2-TZVPD basis) results for a 2-piece molecular cluster, C3H5O3 overall.

- Total charge: -1
- HOMO: -4.6 eV
- Kohn-Sham gap: 0.3258 hartree
- Maximum force: 0.63 eV/A
- Energy relative to the best compared isomer or geometry (same formula, charge and spin): 5.08 kcal/mol

Geometry as XYZ:
```
11
Properties=species:S:1:pos:R:3:forces:R:3
O -0.850639 1.967913 1.152510 -0.21 0.18 -0.10
O -0.209665 -0.177983 1.391307 -0.16 -0.26 0.10
O 0.776871 -1.712027 -0.528451 -0.20 -0.10 0.23
C -0.702815 0.915829 1.780197 0.58 -0.22 0.01
C 0.661195 -1.066918 -1.703123 0.19 0.07 0.17
C 0.331749 0.210167 -1.916280 -0.08 -0.45 -0.13
H 0.118736 0.882552 -1.103204 -0.18 0.12 0.19
H 0.194029 0.539735 -2.937904 0.19 0.06 -0.01
H -0.974827 0.915649 2.866853 -0.20 0.08 0.03
H 0.937581 -1.733661 -2.519244 -0.17 0.09 -0.10
H 0.357691 -1.201023 0.228021 0.23 0.43 -0.40
```
Forces are in eV/Å.

What are the Löwdin partial charges on each atom? They are as follows, in elementary charge units:
1. O -0.10
2. O -0.14
3. O -0.06
4. C -0.64
5. C -0.33
6. C -0.01
7. H 0.03
8. H 0.02
9. H 0.09
10. H 0.09
11. H 0.04



Entry 3:
DFT (the ωB97M-V functional and the def2-TZVPD basis) results for a single C19H22F4N2O2S molecule.

- HOMO: -8.5 eV
- Kohn-Sham gap: 0.3362 hartree
- Maximum force: 0.93 eV/A
- Energy relative to the best compared isomer or geometry (same formula, charge and spin): 10.60 kcal/mol

Geometry as XYZ:
```
50
Properties=species:S:1:pos:R:3:forces:R:3
S 1.315625 -1.153092 -4.906574 -0.01 0.00 0.00
F 1.163160 4.149564 -1.151092 0.00 0.01 0.00
F 2.275899 0.911326 -0.354397 0.00 0.00 -0.01
F 0.114120 2.294327 -1.525676 -0.01 0.00 0.00
F 2.097982 2.597438 -2.327376 0.01 -0.01 0.00
O -0.117747 -3.283270 -0.559642 0.00 0.00 0.00
O 0.508177 3.280636 1.537910 0.00 0.02 0.00
N -0.946985 -1.362868 0.279934 0.01 0.01 0.01
N 0.349449 1.009026 1.476074 0.39 -0.36 -0.77
C -1.107140 0.803492 1.357381 -0.08 0.21 0.64
C -1.645944 0.100166 2.582711 0.00 -0.02 0.00
C -0.254481 -2.078229 -0.668966 0.02 0.01 0.03
C -0.686073 -1.286291 -2.989265 0.01 0.01 0.01
C -2.365474 -1.894104 3.707039 0.00 0.00 0.01
C 3.209247 2.958181 0.391673 0.00 0.01 0.00
C -1.901179 0.828735 3.741470 0.00 0.00 0.01
C 1.950759 2.220569 -0.002544 0.47 -0.10 0.45
C 2.318587 -1.199480 -3.401885 0.00 0.00 0.00
C 1.320759 2.835356 -1.264412 0.00 0.01 0.00
C -2.389305 0.204171 4.873602 0.00 0.02 0.00
C -0.185582 -0.466430 -4.170672 0.01 0.00 0.00
C -1.442423 -0.009013 0.115116 -0.03 -0.03 -0.01
C -2.624281 -1.166331 4.853550 0.00 -0.02 0.00
C -1.871159 -1.271983 2.562134 0.01 0.03 -0.01
C -1.603862 -2.115492 1.339242 -0.01 0.00 -0.02
C 1.652422 -1.976294 -2.275160 0.00 0.01 -0.01
C 0.339185 -1.323289 -1.846015 -0.01 -0.01 -0.03
C 0.897771 2.212656 1.125370 -0.75 0.21 -0.31
H 2.539229 -0.175708 -3.087787 0.00 0.00 0.00
H -1.627435 -0.855575 -2.631493 -0.01 0.00 0.00
H -2.542024 -2.963806 3.693908 0.00 0.00 0.00
H -0.969881 -2.962234 1.593433 0.01 0.00 0.00
H -2.533160 -0.025174 -0.001838 0.00 0.01 0.00
H -1.706488 1.895364 3.744013 0.00 0.00 0.00
H -2.587764 0.778365 5.768931 0.00 0.00 0.00
H 1.463129 -3.004784 -2.582929 0.00 0.00 0.01
H -0.897301 -2.309650 -3.308111 0.00 0.00 0.00
H -2.547897 -2.534962 0.966555 0.00 0.00 0.00
H -1.555863 1.795273 1.285273 0.00 0.00 0.01
H -0.927921 -0.443010 -4.968321 0.00 0.00 0.00
H 0.855475 0.213365 1.103738 -0.01 0.00 0.00
H 0.565999 -0.295423 -1.557057 0.01 0.00 0.01
H 2.329324 -2.014383 -1.416909 0.00 -0.01 0.00
H -1.022191 0.450476 -0.770402 0.00 0.00 0.00
H 0.003858 0.566335 -3.864908 0.00 0.00 0.00
H -3.005544 -1.665309 5.734920 0.00 0.00 0.00
H 3.260730 -1.666333 -3.688593 0.00 0.00 0.00
H 2.945321 3.946731 0.760442 0.00 0.00 0.00
H 3.882855 3.047022 -0.458883 0.00 0.00 0.00
H 3.706042 2.403944 1.186489 0.00 0.00 0.00
```
Forces are in eV/Å.

What are the Löwdin partial charges on each atom? They are as follows, in elementary charge units:
1. S 0.86
2. F 0.19
3. F 0.04
4. F 0.15
5. F 0.16
6. O 0.08
7. O 0.12
8. N -0.03
9. N 0.15
10. C -0.21
11. C -0.13
12. C -0.41
13. C -0.20
14. C -0.04
15. C 0.03
16. C -0.02
17. C -0.33
18. C -0.48
19. C -0.57
20. C -0.08
21. C -0.48
22. C -0.09
23. C -0.08
24. C -0.14
25. C -0.08
26. C -0.21
27. C -0.27
28. C -0.40
29. H 0.07
30. H 0.11
31. H 0.12
32. H 0.13
33. H 0.15
34. H 0.12
35. H 0.10
36. H 0.12
37. H 0.13
38. H 0.15
39. H 0.16
40. H 0.07
41. H 0.13
42. H 0.10
43. H 0.12
44. H 0.10
45. H 0.07
46. H 0.10
47. H 0.07
48. H 0.10
49. H 0.10
50. H 0.11



Entry 4:
DFT (the ωB97M-V functional and the def2-TZVPD basis) results for a 2-piece molecular cluster, C9H14 overall in a non-equilibrium geometry.

- HOMO: -8.9 eV
- Kohn-Sham gap: 0.3652 hartree
- Maximum force: 2.29 eV/A
- Energy relative to the best compared isomer or geometry (same formula, charge and spin): 18.93 kcal/mol

Geometry as XYZ:
```
23
Properties=species:S:1:pos:R:3:forces:R:3
C -0.423938 2.677703 -0.923754 0.32 -0.17 0.38
C -0.429358 0.262876 -1.156403 -1.95 0.72 -0.96
C 1.109085 -1.886542 2.262562 -0.22 -0.60 -0.40
C 0.024447 1.533769 -1.574527 -0.34 -0.58 0.86
C -1.336391 2.554868 0.116745 -0.73 0.57 0.75
C 1.747047 -1.364686 0.990448 1.08 1.14 -0.30
C -0.356889 -0.943981 -2.074323 0.32 0.54 0.58
C -1.675652 1.328071 0.648337 -0.07 -1.49 -1.25
C -1.285716 0.172856 -0.045460 1.59 0.84 0.85
H 0.001087 3.657325 -1.134227 -0.33 -0.17 -0.35
H 2.463679 -0.527709 1.147636 -0.74 -0.11 0.30
H -1.871802 3.401013 0.540512 0.61 0.29 -0.03
H -2.340135 1.135818 1.479812 0.00 0.66 0.18
H 0.556488 -1.444323 -1.774141 0.15 -0.73 -0.68
H 2.412571 -2.026765 0.441396 -0.38 -0.79 0.08
H -0.406760 -0.657482 -3.124741 0.59 0.07 0.05
H 0.978208 -1.000018 0.303937 0.32 -0.08 0.20
H -1.235530 -1.569522 -1.942158 0.15 -0.24 0.37
H 0.358658 -2.628436 1.977546 -0.17 0.07 0.12
H -1.404988 -0.773381 0.475171 -0.56 -0.22 -0.58
H 1.770539 -2.422285 2.937528 0.33 0.22 0.05
H 0.738680 1.610009 -2.375364 0.05 -0.01 -0.32
H 0.606673 -1.089179 2.803464 -0.01 0.06 0.08
```
Forces are in eV/Å.

What are the Löwdin partial charges on each atom? They are as follows, in elementary charge units:
1. C -0.09
2. C -0.30
3. C -0.16
4. C -0.05
5. C -0.11
6. C -0.17
7. C -0.05
8. C -0.08
9. C -0.07
10. H 0.10
11. H 0.08
12. H 0.10
13. H 0.10
14. H 0.07
15. H 0.06
16. H 0.08
17. H 0.02
18. H 0.08
19. H 0.06
20. H 0.11
21. H 0.06
22. H 0.11
23. H 0.06



Entry 5:
DFT (the ωB97M-V functional and the def2-TZVPD basis) results for a single C10H8O2 molecule in a non-equilibrium geometry.

- HOMO: -8.7 eV
- Kohn-Sham gap: 0.3039 hartree
- Maximum force: 8.18 eV/A
- Energy relative to the best compared isomer or geometry (same formula, charge and spin): 252.72 kcal/mol

Geometry as XYZ:
```
20
Properties=species:S:1:pos:R:3:forces:R:3
O -2.752698 0.408303 1.053591 -1.54 1.35 1.25
O -5.091882 -0.859269 -0.301448 0.17 2.44 4.69
C 1.572243 -0.238963 -0.044370 8.02 1.65 -0.01
C 2.809656 0.017132 -0.051760 -1.48 -0.15 -0.46
C 6.938908 -0.217184 -0.116118 1.44 1.58 -1.50
C 0.269471 -0.325291 0.051877 1.81 -0.21 0.03
C -0.882028 -0.463433 0.170626 -4.38 -0.39 -1.77
C 4.230699 0.279234 -0.145698 2.62 0.30 2.12
C -3.203126 0.804720 -0.231524 3.35 0.03 0.35
C -4.626416 0.569995 -0.459826 -3.99 -0.26 -3.03
C 5.479100 0.476445 0.138362 -2.73 -3.64 -1.88
C -2.296505 -0.409068 -0.000843 -1.87 -0.49 1.43
H 6.832853 -0.893459 -1.170403 0.47 2.10 3.16
H 7.577223 -0.797615 0.683446 -2.52 0.66 -0.99
H -5.284179 -0.848831 0.788350 0.74 -0.52 -4.45
H -5.332307 1.201909 0.153164 1.17 -0.44 -0.24
H -2.657845 1.718518 -0.595396 -1.07 -0.84 0.18
H 7.792822 0.666902 -0.214374 -2.49 -1.98 -0.52
H -2.958688 -1.285372 0.050920 1.16 -0.31 -0.74
H -4.965255 0.884154 -1.577214 1.13 -0.89 2.39
```
Forces are in eV/Å.

What are the Löwdin partial charges on each atom? They are as follows, in elementary charge units:
1. O -0.03
2. O -0.15
3. C -0.03
4. C 0.01
5. C -0.15
6. C -0.06
7. C 0.08
8. C -0.06
9. C -0.23
10. C -0.20
11. C -0.03
12. C -0.22
13. H 0.12
14. H 0.07
15. H 0.19
16. H 0.13
17. H 0.17
18. H 0.09
19. H 0.14
20. H 0.16



Entry 6:
DFT (the ωB97M-V functional and the def2-TZVPD basis) results for a 2-piece molecular cluster, C11H16BF7N2O5 overall in a non-equilibrium geometry.

- HOMO: -9.9 eV
- Kohn-Sham gap: 0.3806 hartree
- Maximum force: 1.23 eV/A

Geometry as XYZ:
```
42
Properties=species:S:1:pos:R:3:forces:R:3
F -3.763030 -1.450479 1.640920 0.89 0.08 -0.15
F -3.057997 -0.628630 -1.046674 0.24 -0.23 0.34
F -1.678061 -2.123960 1.841612 -0.54 0.58 -0.27
F -3.298187 -2.741010 -0.488600 0.23 0.41 -0.04
F -1.295478 -2.176994 -2.254113 -0.16 -0.05 0.02
F -2.134725 -0.024690 1.373839 -0.08 -0.77 0.00
F -0.690773 -3.159506 -0.406787 -0.07 -0.12 0.01
O 0.154417 3.389290 -1.546138 -0.36 -0.05 0.07
O 0.399739 3.747665 0.786597 0.35 -0.58 -0.15
O 5.370212 -1.601096 2.151169 -0.32 0.10 0.13
O 3.254596 -2.032591 1.510623 -0.13 0.31 0.64
O 0.677877 -0.676997 -1.818908 0.02 -0.15 0.06
N -3.202190 2.972479 0.138871 0.65 0.40 -0.03
N 1.321564 1.706053 -0.151889 0.73 0.56 -0.82
C -2.500171 -1.647486 -0.350003 -0.53 -0.85 0.08
C -2.502280 -1.306863 1.165371 -0.50 0.33 0.39
C 2.013042 -0.271408 -1.594861 0.78 -0.04 -0.04
C -4.105294 2.291779 0.296573 -0.50 -0.44 0.06
C 2.987494 -0.833341 0.749713 0.14 -0.35 -0.11
C -1.117526 -1.987795 -0.931434 0.62 0.47 -0.28
C -0.107898 -0.857987 -0.677863 -0.80 0.30 -0.34
C 4.247033 -1.910306 2.427470 0.63 0.14 -0.49
C 2.806746 -1.236523 -0.698290 -0.57 0.28 0.30
C 2.148210 1.212798 -1.266652 -0.09 -0.38 0.41
C -5.236577 1.395208 0.497259 -0.01 0.02 0.01
B 0.615916 2.946975 -0.335177 -0.21 0.24 0.52
H -5.460730 1.317230 1.558805 -0.01 0.00 0.02
H 0.440354 -1.069770 0.230623 0.18 -0.25 0.12
H 1.881959 1.773471 0.682183 -0.20 -0.19 0.38
H -0.510785 3.619635 1.056430 -0.43 0.46 0.11
H 3.927120 -2.105836 3.451726 -0.18 -0.38 0.12
H 2.108156 -0.376548 1.187419 -0.27 0.01 0.03
H -0.178895 2.690227 -2.107967 0.16 -0.15 -0.38
H 3.785789 -1.395496 -1.125726 0.29 -0.09 -0.15
H 3.197220 1.395253 -1.045518 0.29 0.04 0.00
H 2.292627 -2.192254 -0.708614 -0.06 -0.25 -0.07
H -0.686959 0.042179 -0.489563 0.01 0.21 0.06
H 1.951119 1.762859 -2.176225 -0.32 0.26 -0.14
H 2.485137 -0.371111 -2.565206 -0.10 -0.07 -0.39
H -4.985896 0.409480 0.114018 -0.04 -0.01 -0.01
H 3.811738 -0.141595 0.872930 0.27 0.14 -0.03
H -6.113162 1.768748 -0.027080 0.00 0.03 -0.01
```
Forces are in eV/Å.

What are the Löwdin partial charges on each atom? They are as follows, in elementary charge units:
1. F 0.16
2. F 0.15
3. F 0.18
4. F 0.15
5. F 0.15
6. F 0.16
7. F 0.13
8. O 0.18
9. O 0.14
10. O 0.10
11. O -0.04
12. O -0.05
13. N 0.16
14. N 0.14
15. C -0.35
16. C -0.50
17. C -0.30
18. C -0.27
19. C -0.18
20. C -0.41
21. C -0.10
22. C -0.33
23. C -0.09
24. C -0.13
25. C -0.06
26. B -0.78
27. H 0.09
28. H 0.13
29. H 0.11
30. H 0.08
31. H 0.14
32. H 0.11
33. H 0.10
34. H 0.13
35. H 0.13
36. H 0.13
37. H 0.12
38. H 0.12
39. H 0.15
40. H 0.06
41. H 0.12
42. H 0.09



- The lowest Kohn-Sham gap belongs to which entry?
  C10H8O2